Here is a cluster of 8 separate species, C50H115N7O8 in total from OMol25. Energies are from wB97M-V/def2-TZVPD.

Each atom is followed by the atoms it is bonded to, with distances in Å.
Element x y z (Å)
1 C 2.823 -1.856 -1.108  C2 1.591, H12 1.132, H13 1.046, H14 1.118
2 C 3.933 -1.228 -2.059  C1 1.591, C3 1.471, C4 1.552, N10 1.497
3 C 5.265 -1.646 -1.595  C2 1.471, H15 1.056, H16 1.116, H17 1.069
4 C 3.706 -1.752 -3.502  C2 1.552, C5 1.620, H18 1.102, H19 1.155
5 C 4.285 -0.834 -4.705  C4 1.620, C6 1.551, H20 1.072, H21 1.109
6 C 3.577 0.523 -4.458  C5 1.551, C7 1.513, H22 1.092, H23 1.137
7 C 3.833 1.177 -3.118  C6 1.513, C8 1.498, C9 1.635, N10 1.455
8 C 5.232 1.712 -3.114  C7 1.498, H24 1.086, H25 1.096, H26 1.100
9 C 2.759 2.400 -2.954  C7 1.635, H27 1.063, H28 1.066, H29 1.082
10 N 3.543 0.218 -2.064  C2 1.497, C7 1.455, O11 1.428
11 O 3.815 0.790 -0.784  N10 1.428, H30 0.992
12 H 3.068 -1.494 -0.063  C1 1.132
13 H 1.892 -1.477 -1.397  C1 1.046
14 H 2.782 -2.973 -1.125  C1 1.118
15 H 5.483 -1.453 -0.580  C3 1.056
16 H 5.241 -2.762 -1.623  C3 1.116
17 H 6.031 -1.228 -2.213  C3 1.069
18 H 4.031 -2.805 -3.502  C4 1.102
19 H 2.562 -1.705 -3.648  C4 1.155
20 H 5.354 -0.775 -4.648  C5 1.072
21 H 4.086 -1.289 -5.697  C5 1.109
22 H 2.529 0.367 -4.722  C6 1.092
23 H 4.037 1.196 -5.252  C6 1.137
24 H 5.354 2.426 -3.923  C8 1.086
25 H 5.938 0.892 -3.286  C8 1.096
26 H 5.492 2.345 -2.253  C8 1.100
27 H 3.163 3.215 -3.505  C9 1.063
28 H 2.731 2.561 -1.900  C9 1.066
29 H 1.825 2.069 -3.387  C9 1.082
30 H 4.801 0.776 -0.678  O11 0.992
31 C -3.357 -2.630 -5.680  C32 1.522, H42 1.073, H43 1.098, H44 1.141
32 C -2.717 -2.303 -7.022  C31 1.522, C33 1.509, C34 1.589, N40 1.563
33 C -3.417 -3.043 -8.136  C32 1.509, H45 1.053, H46 1.090, H47 1.124
34 C -2.730 -0.737 -7.293  C32 1.589, C35 1.495, H48 1.144, H49 1.072
35 C -1.757 0.062 -6.485  C34 1.495, C36 1.528, H50 1.100, H51 1.099
36 C -0.333 -0.490 -6.537  C35 1.528, C37 1.529, H52 1.100, H53 1.063
37 C -0.205 -1.988 -6.258  C36 1.529, C38 1.515, C39 1.530, N40 1.472
38 C 1.137 -2.496 -6.746  C37 1.515, H54 1.073, H55 1.083, H56 1.047
39 C -0.333 -2.323 -4.770  C37 1.530, H57 1.085, H58 1.085, H59 1.072
40 N -1.202 -2.679 -7.091  C32 1.563, C37 1.472, O41 1.442
41 O -1.180 -4.091 -6.800  N40 1.442, H60 0.973
42 H -3.012 -1.879 -4.996  C31 1.073
43 H -4.453 -2.680 -5.668  C31 1.098
44 H -2.928 -3.656 -5.425  C31 1.141
45 H -4.305 -2.508 -8.318  C33 1.053
46 H -2.846 -3.360 -9.010  C33 1.090
47 H -3.701 -4.021 -7.659  C33 1.124
48 H -2.432 -0.666 -8.395  C34 1.144
49 H -3.741 -0.418 -7.132  C34 1.072
50 H -1.829 1.135 -6.714  C35 1.100
51 H -2.082 -0.069 -5.444  C35 1.099
52 H 0.367 0.009 -5.851  C36 1.100
53 H -0.028 -0.339 -7.544  C36 1.063
54 H 1.228 -3.564 -6.702  C38 1.073
55 H 2.009 -2.135 -6.216  C38 1.083
56 H 1.257 -2.213 -7.747  C38 1.047
57 H -0.538 -3.375 -4.598  C39 1.085
58 H -1.064 -1.725 -4.236  C39 1.085
59 H 0.599 -2.194 -4.257  C39 1.072
60 H -0.565 -4.375 -7.498  O41 0.973
61 C -4.437 -2.166 0.907  C62 1.573, H72 1.138, H73 1.079, H74 1.105
62 C -3.661 -2.707 -0.350  C61 1.573, C63 1.595, C64 1.541, N70 1.461
63 C -4.044 -1.730 -1.552  C62 1.595, H75 1.083, H76 1.055, H77 1.146
64 C -2.142 -2.614 -0.114  C62 1.541, C65 1.524, H78 1.072, H79 1.074
65 C -1.328 -3.422 -1.119  C64 1.524, C66 1.469, H80 1.098, H81 1.046
66 C -1.772 -4.822 -1.144  C65 1.469, C67 1.537, H82 1.122, H83 1.136
67 C -3.272 -4.932 -1.462  C66 1.537, C68 1.565, C69 1.548, N70 1.485
68 C -3.588 -4.655 -2.970  C67 1.565, H84 1.081, H85 1.111, H86 1.136
69 C -3.682 -6.395 -1.164  C67 1.548, H87 1.080, H88 1.100, H89 1.112
70 N -3.961 -4.136 -0.415  C62 1.461, C67 1.485, O71 1.380
71 O -5.323 -4.334 -0.513  N70 1.380, H90 0.976
72 H -4.064 -1.224 1.423  C61 1.138
73 H -5.504 -2.162 0.747  C61 1.079
74 H -4.295 -2.885 1.735  C61 1.105
75 H -4.691 -0.922 -1.236  C63 1.083
76 H -3.181 -1.287 -1.967  C63 1.055
77 H -4.630 -2.269 -2.375  C63 1.146
78 H -1.696 -1.639 -0.119  C64 1.072
79 H -1.862 -3.011 0.843  C64 1.074
80 H -1.548 -3.065 -2.133  C65 1.098
81 H -0.296 -3.459 -0.951  C65 1.046
82 H -1.614 -5.319 -0.151  C66 1.122
83 H -1.100 -5.351 -1.891  C66 1.136
84 H -2.913 -4.010 -3.515  C68 1.081
85 H -4.519 -4.049 -3.023  C68 1.111
86 H -3.855 -5.640 -3.468  C68 1.136
87 H -4.702 -6.650 -1.408  C69 1.080
88 H -3.713 -6.576 -0.079  C69 1.100
89 H -2.974 -7.123 -1.617  C69 1.112
90 H -5.634 -3.815 -1.279  O71 0.976
91 C 0.894 2.922 4.456  C92 1.611, H102 1.103, H103 1.098, H104 1.090
92 C -0.602 2.769 5.034  C91 1.611, C93 1.506, C94 1.545, N100 1.481
93 C -1.217 1.519 4.463  C92 1.506, H105 1.110, H106 1.141, H107 1.083
94 C -0.492 2.612 6.567  C92 1.545, C95 1.580, H108 1.111, H109 1.106
95 C -1.910 2.640 7.264  C94 1.580, C96 1.533, H110 1.058, H111 1.105
96 C -2.499 4.016 6.933  C95 1.533, C97 1.549, H112 1.103, H113 1.096
97 C -2.711 4.267 5.420  C96 1.549, C98 1.588, C99 1.503, N100 1.538
98 C -3.880 3.305 4.942  C97 1.588, H114 1.094, H115 1.123, H116 1.099
99 C -2.994 5.723 5.179  C97 1.503, H117 1.078, H118 1.108, H119 1.065
100 N -1.393 3.971 4.685  C92 1.481, C97 1.538, O101 1.446
101 O -1.767 4.023 3.289  N100 1.446, H120 0.963
102 H 1.465 2.011 4.705  C91 1.103
103 H 0.850 3.036 3.365  C91 1.098
104 H 1.455 3.768 4.853  C91 1.090
105 H -1.636 1.668 3.446  C93 1.110
106 H -0.404 0.722 4.552  C93 1.141
107 H -2.070 1.236 5.067  C93 1.083
108 H 0.091 1.666 6.591  C94 1.111
109 H 0.108 3.468 6.927  C94 1.106
110 H -2.492 1.766 7.131  C95 1.058
111 H -1.909 2.693 8.368  C95 1.105
112 H -1.748 4.748 7.274  C96 1.103
113 H -3.408 4.199 7.517  C96 1.096
114 H -4.784 3.696 5.419  C98 1.094
115 H -3.616 2.274 5.301  C98 1.123
116 H -3.880 3.439 3.851  C98 1.099
117 H -3.141 5.959 4.138  C99 1.078
118 H -2.214 6.417 5.551  C99 1.108
119 H -3.876 5.994 5.710  C99 1.065
120 H -1.410 4.858 2.970  O101 0.963
121 C 0.126 -1.760 6.585  O122 1.416, H127 1.090, H128 1.075, H129 1.109
122 O -1.034 -2.433 7.039  C121 1.416, C123 1.406
123 C -1.505 -3.407 6.141  O122 1.406, C124 1.610, H130 1.077, H131 1.110
124 C -2.149 -2.781 4.806  C123 1.610, C125 1.532, N126 1.428, H132 1.061
125 C -3.341 -1.879 5.143  C124 1.532, H133 1.075, H134 1.115, H135 1.111
126 N -2.626 -3.879 4.027  C124 1.428, H136 1.032, H137 1.020
127 H 0.437 -1.177 7.452  C121 1.090
128 H 0.013 -1.220 5.663  C121 1.075
129 H 0.906 -2.529 6.414  C121 1.109
130 H -0.596 -3.889 5.819  C123 1.077
131 H -2.228 -4.068 6.663  C123 1.110
132 H -1.418 -2.206 4.295  C124 1.061
133 H -3.067 -1.065 5.791  C125 1.075
134 H -4.133 -2.454 5.676  C125 1.115
135 H -3.774 -1.443 4.218  C125 1.111
136 H -3.173 -3.663 3.179  N126 1.032
137 H -1.926 -4.560 3.733  N126 1.020
138 C 1.084 -0.428 1.588  O139 1.392, H144 1.060, H145 1.114, H146 1.128
139 O 0.222 -0.235 0.512  C138 1.392, C140 1.430
140 C 0.351 1.043 -0.118  O139 1.430, C141 1.563, H147 1.104, H148 1.091
141 C -0.803 1.171 -1.164  C140 1.563, C142 1.516, N143 1.435, H149 1.054
142 C -2.157 1.489 -0.561  C141 1.516, H150 1.084, H151 1.062, H152 1.108
143 N -0.884 0.047 -2.052  C141 1.435, H153 1.022, H154 1.034
144 H 1.250 -1.456 1.786  C138 1.060
145 H 0.776 0.022 2.559  C138 1.114
146 H 2.109 0.011 1.416  C138 1.128
147 H 0.176 1.870 0.591  C140 1.104
148 H 1.376 1.007 -0.490  C140 1.091
149 H -0.612 1.997 -1.790  C141 1.054
150 H -2.638 0.666 -0.044  C142 1.084
151 H -2.678 1.839 -1.417  C142 1.062
152 H -2.024 2.414 0.034  C142 1.108
153 H -0.619 -0.806 -1.554  N143 1.022
154 H -0.413 0.133 -2.969  N143 1.034
155 C 7.827 1.534 -0.461  O156 1.431, H161 1.096, H162 1.068, H163 1.077
156 O 6.675 2.283 -0.060  C155 1.431, C157 1.402
157 C 6.512 2.246 1.332  O156 1.402, C158 1.573, H164 1.092, H165 1.108
158 C 4.995 2.449 1.694  C157 1.573, C159 1.543, N160 1.426, H166 1.047
159 C 4.599 3.846 1.171  C158 1.543, H167 1.041, H168 1.087, H169 1.040
160 N 5.005 2.469 3.119  C158 1.426, H170 1.019, H171 0.988
161 H 8.001 1.865 -1.491  C155 1.096
162 H 7.663 0.480 -0.531  C155 1.068
163 H 8.669 1.833 0.141  C155 1.077
164 H 6.805 1.261 1.700  C157 1.092
165 H 7.040 3.050 1.881  C157 1.108
166 H 4.351 1.695 1.356  C158 1.047
167 H 5.083 4.514 1.806  C159 1.041
168 H 3.519 3.949 1.237  C159 1.087
169 H 4.730 3.933 0.142  C159 1.040
170 H 4.997 1.532 3.518  N160 1.019
171 H 4.247 2.955 3.529  N160 0.988
172 C 1.184 7.885 5.113  C173 1.498, H175 1.080, H176 1.085, H177 1.097
173 C 1.411 7.232 3.784  C172 1.498, O174 1.472, H178 1.057, H179 1.119
174 O 0.508 6.132 3.405  C173 1.472, H180 0.971
175 H 1.861 8.724 5.184  C172 1.080
176 H 1.340 7.231 5.965  C172 1.085
177 H 0.165 8.288 5.099  C172 1.097
178 H 2.427 6.956 3.703  C173 1.057
179 H 1.276 7.986 2.969  C173 1.119
180 H 0.254 5.647 4.206  O174 0.971

The value obtained for the maximum force is 3.3 eV/Å. For the LUMO energy, the calculation gives 0.5 eV. The HOMO energy is -8.6 eV. The SMILES is CC1(C)CCCC(C)(C)N1O.CC1(C)CCCC(C)(C)N1O.CC1(C)CCCC(C)(C)N1O.CC1(C)CCCC(C)(C)N1O.COC[C@H](C)N.COC[C@H](C)N.COC[C@H](C)N.CCO. The calculation puts the energy above the lowest of the compared OMol25 structures with the same formula, charge and spin at 2.563 eV. Its charge is 0. The calculation puts the total energy at -80516.2850 eV. The gap between HOMO and LUMO is 9.06 eV.